(1)
88
Properties=species:S:1:pos:R:3:forces:R:3:mulliken_charge:R:1 method="wB97M-V/def2-TZVPD" e_above_lowest_kcal_mol=24.9 molar_mass_g_mol=725.582 lumo_energy_ha=-0.09421 e_tot_ha=-7276.28107 total_charge=+1 smiles="C#C[N@H+]1[C@H](CC=O)[C@H](CC[C@](F)(Br)C(F)(F)Br)O[C@@H](OC[C@H](C)CC(C)C)[C@]1(CCO[Si](C)(C)C)CC(N)(N)N" max_force_ha_per_bohr=0.055
C -4.2425 0.8492 -0.0570 2.1 1.0 0.5 0.030
C -3.2089 1.4635 0.0410 -1.5 -1.1 -0.3 -0.803
N -1.9844 2.1341 0.1981 -0.9 -0.2 1.0 0.837
C -1.6083 2.0553 1.6790 -0.4 -0.4 1.0 -0.916
C -0.8008 3.2532 2.1846 -0.3 0.2 -0.8 -0.439
C -1.3838 3.8837 3.4473 0.3 0.0 0.2 -0.421
O -0.6986 3.9973 4.4188 0.2 0.1 0.3 -0.417
C -0.9797 0.6883 1.8938 0.4 0.8 1.0 1.189
C -0.8268 0.4502 3.4006 -0.5 -0.9 -0.3 -1.192
C 0.3176 -0.5162 3.7485 0.5 0.2 0.1 -0.701
C -0.0762 -1.5523 4.7769 -0.3 0.5 -0.2 0.224
F -0.6626 -0.8755 5.7997 -0.3 0.1 0.6 -0.312
Br 1.4929 -2.4167 5.5145 0.0 0.0 -0.2 -0.082
C -1.1540 -2.6097 4.3044 1.2 -0.2 -0.4 0.839
F -2.3169 -2.3856 4.8491 -1.2 0.7 0.5 -0.219
F -0.7860 -3.8155 4.6738 0.2 -1.2 0.3 -0.268
Br -1.4088 -2.7197 2.3750 0.0 0.0 -0.3 -0.099
O 0.3016 0.7088 1.3148 -0.4 0.0 -0.4 0.028
C 0.4141 1.1704 -0.0274 0.7 -0.3 0.5 -1.097
O 1.0044 0.1740 -0.7741 -0.6 0.3 -0.2 0.107
C 2.3975 0.0238 -0.5523 1.0 -1.6 -0.4 -1.889
C 2.7559 -1.0610 0.5024 0.0 1.3 0.6 2.592
C 3.3407 -0.3198 1.7286 -0.2 -0.3 0.0 -1.704
C 3.7136 -2.0948 -0.0711 -0.2 -0.2 0.0 -1.384
C 4.1935 -3.1823 0.9045 0.2 0.0 0.5 0.538
C 3.1184 -3.6223 1.9044 -0.2 0.2 -0.2 -1.299
C 5.4607 -2.8071 1.6792 0.1 0.1 0.1 -1.601
C -0.8683 1.6762 -0.7469 0.8 1.4 -2.3 2.367
C -1.3690 0.7636 -1.8526 -0.2 -1.5 0.5 -2.578
C -1.6115 -0.7118 -1.4325 -0.6 -0.2 -0.2 -0.121
O -2.9258 -1.1672 -1.7486 0.4 0.2 -0.5 -0.567
Si -3.1887 -1.5964 -3.3533 -1.2 -1.0 -0.7 0.609
C -3.2154 -0.1539 -4.5595 0.6 0.4 0.7 -1.072
C -2.0007 -2.8995 -4.0232 0.4 1.0 0.0 -1.131
C -4.9158 -2.3533 -3.4024 0.8 0.4 0.3 -1.125
C -0.5043 3.0386 -1.4483 0.3 -0.2 1.2 -2.851
C 0.4543 3.0973 -2.6361 0.6 1.0 -2.4 0.404
N -0.3161 2.9050 -3.8952 -0.3 -0.3 0.7 -0.433
N 1.6329 2.2535 -2.6226 -0.3 -0.3 1.2 -0.346
N 0.9122 4.5039 -2.7027 0.2 -0.5 0.7 -0.870
H -5.1005 0.2386 -0.0285 -0.5 -0.2 -0.2 0.494
H -2.2050 3.1226 0.0519 0.4 0.1 -0.5 0.728
H -2.5541 2.0559 2.2196 -0.3 0.0 -0.3 1.036
H -0.7984 4.0224 1.4029 0.0 0.2 0.1 0.724
H 0.2362 3.0015 2.3774 0.1 -0.1 0.1 -0.011
H -2.4241 4.2630 3.4911 0.0 -0.2 -0.5 0.408
H -1.6448 -0.0989 1.5343 0.2 0.0 -0.5 0.189
H -0.7362 1.3691 3.9701 0.2 0.1 0.0 -0.033
H -1.7661 -0.0118 3.7130 -0.1 0.2 0.1 0.501
H 1.1081 0.0720 4.2062 0.2 -0.1 0.1 0.697
H 0.7754 -1.0136 2.8991 -0.2 0.1 -0.2 -0.172
H 1.1145 2.0095 0.0033 0.0 0.1 0.1 0.680
H 2.9287 0.9492 -0.3308 -0.5 0.3 0.0 0.367
H 2.8109 -0.3350 -1.4970 -0.2 0.1 -0.2 0.517
H 1.8103 -1.5127 0.7947 -0.1 -0.2 0.0 -0.411
H 3.1695 -0.8459 2.6644 0.1 -0.1 0.0 0.141
H 2.8767 0.6570 1.8412 -0.1 0.1 0.0 0.338
H 4.4116 -0.1738 1.6130 0.1 0.1 0.0 0.513
H 4.5717 -1.5791 -0.5081 0.2 0.0 0.1 0.384
H 3.2228 -2.5867 -0.9141 -0.2 0.0 -0.1 0.506
H 4.4276 -4.0723 0.3229 0.1 0.0 -0.3 0.466
H 2.1469 -3.7048 1.4173 -0.1 -0.4 0.0 0.236
H 3.3952 -4.5636 2.3679 -0.1 -0.2 0.0 0.540
H 2.9865 -2.9138 2.7200 0.1 0.1 0.0 0.054
H 5.2157 -2.2371 2.5739 0.0 0.1 0.1 0.307
H 6.1702 -2.2094 1.1064 0.0 0.0 -0.2 0.364
H 5.9950 -3.6944 2.0095 0.0 -0.1 0.1 0.424
H -2.2447 1.1716 -2.3450 -0.2 0.1 0.2 1.122
H -0.6388 0.6855 -2.6437 0.4 0.5 0.1 0.491
H -1.4412 -0.8732 -0.3681 -0.1 0.0 0.1 -0.606
H -0.9041 -1.3621 -1.9481 0.3 0.1 0.1 0.484
H -2.2560 0.3614 -4.6560 0.1 -0.1 0.0 0.259
H -3.4900 -0.4515 -5.5669 -0.2 -0.2 0.0 0.446
H -3.9061 0.6042 -4.1862 -0.2 0.0 -0.2 0.302
H -1.3790 -3.3962 -3.2824 -0.1 -0.3 0.0 0.332
H -2.5602 -3.5990 -4.6367 -0.1 -0.3 0.2 0.376
H -1.3243 -2.3943 -4.7179 0.2 0.0 0.0 0.333
H -5.6348 -1.6565 -2.9787 -0.2 -0.1 0.1 0.305
H -4.9159 -3.2962 -2.8592 -0.2 0.0 0.1 0.303
H -5.1816 -2.5465 -4.4384 -0.1 0.0 -0.1 0.335
H -0.1017 3.6729 -0.6509 0.2 0.1 -0.1 0.390
H -1.4127 3.5400 -1.7767 -0.2 -0.1 -0.2 0.602
H -0.2910 3.7466 -4.4513 -0.1 0.0 -0.1 0.272
H 0.0521 2.1319 -4.4274 0.1 0.1 -0.2 0.270
H 2.4502 2.7059 -2.9928 0.0 0.0 -0.3 0.259
H 1.5070 1.3244 -2.9921 0.1 -0.1 0.1 0.238
H 1.6225 4.5965 -1.9767 -0.2 0.3 0.2 0.341
H 1.4497 4.5975 -3.5595 -0.2 0.1 -0.2 0.334


(2)
12
Properties=species:S:1:pos:R:3:forces:R:3:mulliken_charge:R:1 method="wB97M-V/def2-TZVPD" e_above_lowest_kcal_mol=59.3 molar_mass_g_mol=153.203 lumo_energy_ha=-0.01035 e_tot_ha=-1142.85140 smiles="FCC(=S)NOC=S" max_force_ha_per_bohr=0.048
F -1.4019 1.9308 -0.1216 0.0 1.1 0.1 -0.319
C -1.8015 0.6694 -0.4288 0.2 -1.7 0.4 -0.298
C -0.7576 -0.3808 0.0391 -1.8 -0.4 -1.6 0.225
S -1.0763 -1.8897 -0.5358 0.7 0.0 0.6 -0.285
N 0.1992 0.1552 0.7559 0.8 -1.3 0.0 -0.054
O 1.3316 -0.5520 1.1216 -1.6 -0.8 1.2 -0.216
C 2.3054 -0.7097 0.2359 1.2 0.5 -1.0 0.001
S 2.7827 0.3472 -0.8729 -0.3 -0.1 -0.2 -0.237
H -1.9028 0.5117 -1.5028 0.1 0.4 0.0 0.297
H -2.7583 0.4260 0.0498 0.2 0.3 0.0 0.289
H 0.2421 1.1253 0.8071 0.5 1.9 0.3 0.269
H 2.8375 -1.6334 0.4526 -0.1 0.0 0.1 0.328


(3)
130
Properties=species:S:1:pos:R:3:forces:R:3:mulliken_charge:R:1 method="wB97M-V/def2-TZVPD" e_above_lowest_kcal_mol=141.6 molar_mass_g_mol=950.329 lumo_energy_ha=0.00572 e_tot_ha=-4294.39006 smiles="O=S1(=O)CCCC1.O=S1(=O)CCCC1.O=S1(=O)CCCC1.O=S1(=O)CCCC1.c1cc[nH]c1.c1cc[nH]c1.c1cc[nH]c1.c1cc[nH]c1.c1cc[nH]c1.c1cc[nH]c1.c1cc[nH]c1" max_force_ha_per_bohr=0.106
O -1.8853 2.3626 0.1594 1.5 -2.5 -0.1 -0.611
S -1.0921 1.1316 0.4989 -0.2 3.6 -2.7 0.909
O -1.3052 0.7004 1.8296 0.5 -1.2 1.7 -0.438
C -1.3652 -0.1829 -0.7502 1.2 0.6 1.5 -0.420
C -0.6402 0.4195 -1.9294 -1.4 1.1 -1.3 -0.741
C 0.7285 0.9644 -1.6072 0.9 -1.4 1.9 -0.120
C 0.6976 1.4894 -0.1000 -0.5 -0.4 -0.9 -0.635
H -2.4298 -0.3794 -0.6229 -0.1 0.1 -1.0 0.720
H -0.7928 -1.0609 -0.4509 -0.1 -0.1 0.6 -0.127
H -0.5736 -0.2570 -2.7815 -0.3 0.2 -0.1 0.440
H -1.1181 1.3649 -2.1861 -1.0 -0.4 -0.6 -0.083
H 1.0650 1.6512 -2.3839 -0.3 0.5 0.4 0.205
H 1.4231 0.1303 -1.7070 0.4 -0.1 0.5 0.243
H 0.9517 2.5492 -0.1177 -0.6 0.1 0.5 0.327
H 1.3641 0.9653 0.5850 -0.1 -0.2 -0.2 0.302
O -3.8168 -0.1910 7.0405 0.5 -0.4 -0.6 -0.676
S -2.8152 -1.0574 6.4541 2.3 -1.4 1.4 0.985
O -3.1620 -2.3209 5.8176 -0.3 1.0 -0.2 -0.510
C -1.5498 -0.1289 5.4816 0.6 0.5 1.1 -0.383
C -0.1007 -0.4795 6.1162 -1.3 1.4 -0.4 -0.641
C -0.2621 -1.7135 6.9245 0.7 -2.4 -0.8 -0.396
C -1.5153 -1.6648 7.7371 -1.6 1.4 -0.4 -0.982
H -1.7592 0.8987 5.7788 -0.2 0.1 -0.4 0.369
H -1.7542 -0.2561 4.4185 0.4 -0.2 0.0 0.155
H 0.7634 -0.4505 5.4524 -0.5 -0.5 -0.6 0.367
H 0.1863 0.3044 6.8170 -0.5 0.4 0.1 0.315
H 0.6802 -2.0057 7.3880 -0.1 0.4 0.9 0.481
H -0.3663 -2.5642 6.2510 -0.3 -0.2 -0.4 0.184
H -1.5008 -0.8937 8.5074 0.0 -0.1 0.2 0.337
H -1.9677 -2.5932 8.0858 0.4 0.0 0.0 0.450
O -4.6149 -7.2473 -1.0266 0.4 2.5 0.3 -0.678
S -4.1662 -5.8491 -0.8068 0.1 0.2 -0.1 1.067
O -4.9374 -4.6594 -1.2313 0.7 -2.1 0.8 -0.616
C -3.5357 -5.6592 0.9658 -0.5 -1.0 -0.7 -0.464
C -2.0677 -5.2414 0.8412 -0.2 0.6 0.3 -0.210
C -1.7072 -4.7903 -0.6413 0.1 0.6 2.6 -0.052
C -2.5017 -5.6215 -1.5649 -0.2 -1.2 -0.7 -0.925
H -3.4561 -6.6523 1.4079 -0.7 -0.4 -0.6 0.396
H -4.2428 -5.1808 1.6435 0.1 0.9 -0.7 0.097
H -1.7987 -4.4880 1.5815 -0.2 0.3 -0.4 0.009
H -1.6176 -6.1398 1.2636 1.1 0.0 -1.0 0.302
H -0.6235 -4.7646 -0.7554 0.0 -0.5 -0.3 0.147
H -1.9996 -3.7443 -0.7338 -0.2 0.1 0.1 0.078
H -2.0961 -6.6289 -1.6591 0.0 -0.1 0.1 0.368
H -2.5543 -5.1969 -2.5674 -0.5 0.0 0.1 0.472
O 0.1183 -3.0434 1.4692 1.8 0.7 0.7 -0.400
S 1.5258 -2.6977 1.7394 0.6 0.0 -1.5 0.841
O 2.0250 -1.3331 1.5188 -0.9 -1.2 0.5 -0.561
C 2.1174 -3.2612 3.3856 -0.3 -1.4 0.1 -0.718
C 3.5702 -3.8183 3.2056 -1.2 3.4 -0.6 -0.701
C 3.5862 -4.4549 1.8160 0.4 -1.1 -0.5 -0.559
C 2.6005 -3.8407 0.7349 0.6 0.1 1.6 -0.543
H 1.5121 -4.1242 3.6630 -0.6 0.2 -0.1 0.328
H 1.9154 -2.4465 4.0810 0.4 0.0 0.0 0.350
H 4.1174 -2.8758 3.1855 0.6 0.0 -0.4 0.280
H 4.0382 -4.3143 4.0559 -0.7 -0.7 -0.2 0.454
H 3.4305 -5.5253 1.9508 -0.3 -0.1 -0.2 0.360
H 4.6099 -4.3584 1.4543 -0.1 -0.1 -0.2 0.268
H 1.9336 -4.4962 0.1749 0.1 -0.4 0.6 0.268
H 3.2415 -3.3735 -0.0127 -0.5 0.8 0.2 0.221
C -1.9318 6.6196 1.0987 0.2 1.1 -1.2 -0.479
C -1.6906 7.5127 2.1152 2.6 3.6 2.6 -0.427
C -2.1896 7.1297 3.3692 -0.8 0.4 -2.9 -0.461
N -2.9738 6.0990 2.9851 -0.5 -2.6 0.2 -0.005
C -2.7372 5.7429 1.6614 -2.5 -2.7 1.7 -0.489
H -1.7584 6.6781 0.0343 0.5 0.1 0.2 0.487
H -1.1680 8.4556 2.0504 0.4 -0.1 -0.3 0.355
H -2.3039 7.5544 4.3556 0.3 0.2 -0.3 0.355
H -3.5864 5.6068 3.6196 0.3 -0.2 -0.3 0.200
H -3.1288 4.8354 1.2263 -0.3 0.0 0.3 0.467
C -2.5394 2.7731 -6.1722 1.7 1.7 0.5 0.381
C -3.2055 2.8510 -4.9639 -4.8 -0.9 0.8 -0.227
C -4.6383 3.0582 -5.2707 4.1 -0.4 -0.2 -0.682
N -4.6679 3.2614 -6.6324 1.4 1.3 0.6 -0.031
C -3.3195 3.3759 -7.1147 -2.7 -2.4 -1.0 -0.939
H -1.5084 2.4612 -6.2506 0.1 0.4 -0.2 0.090
H -2.9090 2.6119 -3.9533 0.3 -0.1 -0.2 0.442
H -5.4494 3.0580 -4.5576 -0.2 0.1 -0.5 0.410
H -5.4810 3.3359 -7.2269 0.2 0.3 0.3 0.204
H -3.1715 3.4826 -8.1791 0.0 0.0 0.0 0.354
C 1.4657 -0.0816 -5.3199 0.8 -1.4 1.5 -0.280
C 0.2612 -0.6959 -5.6152 -2.7 0.1 -1.4 -0.697
C -0.2878 0.0490 -6.6533 -1.1 -0.5 -2.0 -0.479
N 0.5872 1.0134 -7.0951 0.3 -1.1 1.9 0.037
C 1.5991 0.8737 -6.2191 3.7 3.7 -1.4 -0.826
H 2.2229 -0.3541 -4.5996 -0.2 0.0 0.0 0.584
H -0.2478 -1.5758 -5.2504 0.2 0.1 0.4 0.542
H -1.1302 -0.0058 -7.3269 -0.5 -0.8 0.7 0.492
H 0.6327 1.6104 -7.9085 -0.5 -0.3 0.3 0.218
H 2.4626 1.5096 -6.3464 0.1 0.1 0.1 0.422
C -5.7180 -2.2735 1.9007 -0.9 0.8 1.0 -0.808
C -4.3608 -2.0361 2.2043 1.4 -0.6 -1.5 -0.060
C -3.9362 -3.0453 3.0110 -1.4 -0.3 2.0 -0.846
N -5.1064 -3.6289 3.4920 0.5 -1.7 0.7 0.077
C -6.1869 -3.2301 2.8030 0.0 2.1 -1.6 -0.701
H -6.3183 -1.6215 1.2835 -0.1 -0.3 -0.1 0.422
H -3.6643 -1.3150 1.8027 -0.2 0.0 -0.5 0.509
H -3.0155 -3.4559 3.3987 0.1 0.7 0.0 0.785
H -5.1978 -4.1194 4.3701 0.4 -0.2 -0.3 0.225
H -7.2317 -3.3847 3.0286 0.3 -0.6 0.2 0.403
C 7.0466 -1.8164 -0.4808 1.5 1.3 -0.4 -0.968
C 5.6871 -2.1471 -0.4584 -1.2 1.4 -0.4 -0.439
C 4.9667 -0.9500 -0.6055 2.1 1.2 0.2 -0.479
N 5.9208 0.1134 -0.7468 -0.7 -3.4 0.7 0.013
C 7.1829 -0.4347 -0.6668 -1.6 -0.2 -0.1 -0.325
H 7.9252 -2.4409 -0.4132 -0.3 -0.3 0.0 0.389
H 5.2401 -3.1300 -0.4806 0.2 0.0 0.3 0.577
H 3.9347 -0.6913 -0.4202 -0.1 -0.2 -0.3 0.379
H 5.6881 1.0834 -0.9054 0.0 -0.2 0.0 0.626
H 8.0108 0.2450 -0.8047 0.2 -0.4 0.1 0.385
C 4.6524 2.7516 -1.2825 2.4 1.1 -1.2 -0.527
C 4.4040 2.7785 0.0790 2.8 1.4 1.9 0.319
C 5.6612 3.1116 0.6729 -0.1 -0.7 0.0 -0.847
N 6.6938 3.2138 -0.2791 -4.3 -0.2 2.2 0.069
C 6.0520 3.0631 -1.4716 -0.4 -0.2 -1.1 -0.928
H 3.9131 2.5659 -2.0475 0.3 0.1 -0.2 0.413
H 3.4761 2.7316 0.6297 0.1 -0.3 -0.2 0.446
H 5.9944 3.1862 1.6976 -0.5 0.0 0.1 0.367
H 7.6056 3.4312 0.0968 0.1 0.0 -1.1 0.208
H 6.7013 3.2132 -2.3215 -0.6 -0.3 -0.5 0.373
C 2.2187 5.4375 -3.0588 1.2 0.9 -1.6 -0.636
C 1.2453 5.1827 -2.1011 -2.0 -2.4 -0.8 -0.523
C 0.2707 4.4128 -2.7597 0.8 0.5 -1.2 -0.444
N 0.6275 4.3161 -4.1266 0.4 0.3 1.6 0.157
C 1.8482 4.9453 -4.3272 -1.0 0.2 2.1 -0.763
H 3.1000 6.0240 -2.8451 0.1 0.0 -0.3 0.436
H 1.1919 5.3157 -1.0306 0.3 0.4 -0.1 0.586
H -0.6279 3.9601 -2.3674 0.0 0.0 -0.2 0.539
H 0.1749 3.7705 -4.8460 -0.2 0.1 0.4 0.212
H 2.2124 5.1167 -5.3294 0.3 -0.2 0.3 0.449